*A*
# CH4IN

A 2-piece molecular cluster, CH4IN overall (ωB97M-V/def2-TZVPD, OMol25).

CARTESIAN COORDINATES (ANGSTROEM)
C -1.692 0.544 0.441
H -1.967 -0.497 0.167
H 1.719 -1.169 -1.673
N 1.649 -0.976 -0.619
H -2.128 1.324 1.125
H -0.597 0.677 0.309
I 3.015 0.096 0.249

HOMO (spin up / spin down) (eV): -9.44 / -8.79
Orbital gap (spin up / spin down) (eV): 9.3891 / 7.5465
Charge: 0

---

*B*
# CH4IN

A 2-piece molecular cluster, CH4IN overall (ωB97M-V/def2-TZVPD, OMol25).

CARTESIAN COORDINATES (ANGSTROEM)
N -0.808 -1.041 0.058
C -0.648 -0.237 -0.880
I 2.643 1.881 2.048
H 0.074 0.601 -0.692
H -1.288 -0.323 -1.874
H 1.492 1.016 1.394
H -1.465 -1.897 -0.054

SMILES: C=N.I
HOMO (eV): -9.93
Orbital gap (eV): 10.6976
Charge: 0

---

Which structure loses on stability? *A* does.

---

*A*
# C6H3N

One molecule with the formula C6H3N (ωB97M-V/def2-TZVPD, OMol25).

CARTESIAN COORDINATES (ANGSTROEM)
C 0.339 0.738 0.221
C 0.730 -0.620 0.104
C -2.964 -0.261 -0.246
H -1.171 2.224 0.232
N -1.999 0.375 -0.074
C 1.695 -1.485 -0.295
C 0.533 -2.027 0.304
C -0.933 1.168 0.152
H 2.648 -1.581 -0.761
H 1.123 1.470 0.365

HOMO (eV): -8.97
Orbital gap (eV): 8.3379
Charge: 0

---

*B*
# C6H3N

C6H3N as an isolated structure (ωB97M-V/def2-TZVPD, OMol25).

CARTESIAN COORDINATES (ANGSTROEM)
H 1.104 -0.262 0.772
C -1.797 -0.751 -0.241
N -1.556 1.723 0.025
C 0.615 0.579 0.456
C -3.341 -0.074 -0.086
H 1.266 1.334 0.290
C -2.468 0.863 -0.317
C -0.656 0.775 0.205
H -1.359 -1.121 -1.094
C -2.841 -1.168 0.665

HOMO (spin up / spin down) (eV): -9.14 / -9.14
Orbital gap (spin up / spin down) (eV): 8.3258 / 8.3254
Charge: 0

---

Which structure loses on stability? *B* does.

---

*A*
# C5H11ClN2

A 2-piece molecular cluster, C5H11ClN2 overall (ωB97M-V/def2-TZVPD, OMol25).

CARTESIAN COORDINATES (ANGSTROEM)
C 0.191 0.914 -1.031
C -1.017 -0.975 -0.065
C 1.413 -1.107 -0.138
H -3.249 -0.176 0.687
Cl -2.697 -2.986 -0.192
H -0.684 1.542 -0.900
H 1.442 -1.501 -1.154
H -0.651 1.096 1.562
H 1.349 -1.945 0.554
C 0.206 -0.176 0.042
H -3.212 -0.215 -0.944
C 0.217 0.455 1.440
N -1.197 -2.184 -0.107
H 0.156 0.471 -2.022
N -2.805 0.235 -0.130
H 1.090 1.519 -0.948
H 0.200 -0.316 2.207
H 1.120 1.048 1.559
H 2.334 -0.558 0.051

HOMO (spin up / spin down) (eV): -9.05 / -9.05
Orbital gap (spin up / spin down) (eV): 9.0795 / 9.0781
Charge: 0

---

*B*
# C5H11ClN2

One molecule with the formula C5H11ClN2 (ωB97M-V/def2-TZVPD, OMol25).

CARTESIAN COORDINATES (ANGSTROEM)
H -1.475 0.980 -1.268
N 1.967 -1.389 0.622
C -0.782 -0.591 0.855
C -0.048 -0.302 -0.335
N 0.083 0.566 0.815
C -0.515 1.951 0.960
H -1.644 1.939 0.776
H -0.148 2.727 0.288
H 1.763 -0.566 1.195
H 0.964 -1.908 -1.249
C 1.233 -1.072 -0.612
C -0.714 0.225 -1.582
H -0.379 -1.341 1.471
H 0.020 0.723 -2.233
H 1.551 -2.173 1.158
H 1.791 -0.380 -1.215
H -1.898 -0.484 1.019
H -0.343 2.114 2.032
Cl -1.427 -1.017 -2.699

SMILES: CN1C[C@@]1(CN)CCl
HOMO (eV): -9.22
Orbital gap (eV): 10.0598
Charge: 0

---

Which structure loses on stability? *A* does.

---

*A*
# C6H10N3O

An isolated ion of composition C6H10N3O and charge +1 (ωB97M-V/def2-TZVPD, OMol25).

CARTESIAN COORDINATES (ANGSTROEM)
O 3.342 -0.441 0.074
N 1.614 1.772 0.176
C 1.168 0.534 -0.027
H -0.701 2.568 -0.274
H -0.411 -2.443 -0.853
N -1.068 -0.695 0.077
H 0.996 2.563 0.395
H -3.430 1.648 0.016
C -0.234 0.394 -0.053
C -1.091 1.549 -0.050
H 3.714 0.106 -0.595
C -0.753 -2.114 0.079
N 2.000 -0.553 -0.101
H -3.073 -1.102 0.099
H 1.815 -1.550 -0.329
H 2.642 1.937 0.083
H 0.003 -2.400 0.903
C -2.356 -0.232 0.100
H -1.784 -2.655 0.308
C -2.392 1.114 -0.028

SMILES: Cn1cccc1/C(N)=[NH+]/O
HOMO (eV): -12.83
Orbital gap (eV): 8.8928
Charge: +1

---

*B*
# C6H10N3O

A 2-piece molecular cluster, C6H10N3O overall (ωB97M-V/def2-TZVPD, OMol25).

CARTESIAN COORDINATES (ANGSTROEM)
C -2.373 -0.156 -0.108
N -3.244 0.556 0.457
H 3.956 -0.329 -0.092
H 2.875 -0.824 -1.480
O -3.399 1.399 1.298
H -0.158 1.705 2.060
H -1.924 -0.939 0.466
H -3.234 0.423 -1.926
H 3.163 0.873 -1.307
C -0.360 0.443 0.289
C 3.049 -0.112 -0.670
H -1.491 -0.479 -2.019
H 0.718 -0.414 -1.430
N 0.277 1.043 1.350
N 0.630 -0.054 -0.484
C -2.543 -0.441 -1.588
C 1.636 0.966 1.242
H 2.357 1.267 1.937
C 1.789 0.269 0.091
H -2.940 -1.441 -1.761

HOMO (spin up / spin down) (eV): -13.08 / -13.09
Orbital gap (spin up / spin down) (eV): 7.6118 / 7.7754
Charge: +1

---

*C*
# C6H10N3O

An isolated ion of composition C6H10N3O and charge +1 (ωB97M-V/def2-TZVPD, OMol25).

CARTESIAN COORDINATES (ANGSTROEM)
H -1.639 -0.349 2.605
H 0.521 2.701 1.377
C 0.393 1.751 -0.483
H 0.065 -3.359 1.670
H -0.827 0.059 -1.033
O -0.503 0.031 -3.570
N 1.028 -1.177 0.769
N -0.460 -2.529 1.899
H -0.316 0.223 -4.498
N -0.584 1.071 1.675
H 1.631 -1.953 0.545
H 1.351 -0.243 0.560
C 0.182 1.800 0.875
C -0.192 0.852 -1.406
C -0.829 -0.156 1.911
H 0.959 2.571 -0.903
H 0.608 1.742 -3.156
C -0.073 -1.328 1.493
H -1.319 -2.650 2.412
C 0.005 0.942 -2.743

SMILES: NC(=[NH2+])\C=N/C=C\C=C\O
HOMO (spin up / spin down) (eV): -11.35 / -11.35
Orbital gap (spin up / spin down) (eV): 6.5735 / 6.5748
Charge: +1

---

Which structure loses on stability? *B* does.

---

*A*
# C33H44ClN6O2SSi3Ti

C33H44ClN6O2SSi3Ti as an isolated structure (ωB97M-V/def2-TZVPD, OMol25).

CARTESIAN COORDINATES (ANGSTROEM)
H 4.187 -4.625 -1.879
H 4.463 1.473 1.756
H -5.347 -3.159 0.207
C 2.183 -2.470 -0.191
H 1.067 -2.009 -3.213
H 3.448 0.003 -4.760
C 4.377 2.282 -2.830
H -3.610 -2.446 -1.406
C -0.542 3.576 -1.092
H 5.305 -0.119 -1.940
C 2.188 4.461 -1.778
C -3.407 -2.468 -0.342
C 2.471 3.397 1.105
H 4.246 -1.325 -2.674
C -2.102 1.457 4.532
H 2.564 4.793 -2.754
N 1.486 -1.908 -1.230
N -2.549 0.845 -1.318
H 0.066 4.089 -3.916
H -3.995 0.955 -3.234
H 4.124 -3.808 2.861
C 1.677 -2.415 -2.418
H -3.184 0.150 3.204
N -0.845 2.341 2.221
H -0.228 -2.445 2.867
C -2.852 -2.527 2.390
C 3.566 -3.461 1.999
H -0.531 3.357 -0.023
H 3.985 3.083 -3.466
H -3.319 0.769 0.769
H -0.893 2.935 5.537
Ti 0.232 -0.290 -0.616
H 1.683 1.557 3.156
Si 2.456 1.690 0.341
C -0.563 2.873 3.409
H 2.518 3.308 2.198
Si 3.119 0.908 -2.509
C 1.742 1.342 -1.308
H -2.863 0.366 -4.414
C -0.496 -2.014 1.901
C -2.120 -2.049 0.087
C -2.132 0.518 -2.518
Cl -5.318 -3.401 3.055
H 0.739 0.076 3.104
H 2.498 0.021 2.840
C 4.143 1.015 0.815
N -3.059 0.700 -3.492
N 0.412 -1.651 1.076
H 0.174 3.673 3.407
H 4.125 -0.074 0.954
H -1.452 3.132 -1.509
H 1.652 5.308 -1.327
H 1.592 4.000 0.843
C 1.586 0.595 2.656
C 3.416 -3.885 -1.687
C -1.858 -2.094 1.487
N -1.618 0.858 -0.291
H 1.754 -0.279 -4.295
C 2.409 -2.670 2.192
H 4.056 -0.892 -0.969
C 3.212 -3.407 -0.375
C -2.244 0.909 0.830
H -2.627 -2.588 3.450
H 2.262 1.321 -4.812
H 4.771 -4.539 0.608
H 4.905 1.238 0.059
Si 0.995 2.983 -1.974
H 1.452 3.116 -4.434
H -0.609 4.666 -1.229
C 0.560 3.113 -3.795
C -1.760 1.373 2.159
H -2.605 1.114 5.430
C 2.617 -3.432 -2.686
H -0.115 2.334 -4.150
H 2.059 -2.464 3.198
C 3.939 -3.858 0.750
H 5.235 1.831 -3.349
C 4.274 -0.494 -1.961
H 3.057 4.252 -1.150
O -1.260 -1.657 -0.773
H 2.718 -3.805 -3.699
H 3.365 3.946 0.786
S -0.593 -0.088 -3.004
C -4.365 -2.858 0.553
C -4.084 -2.881 1.935
C 1.710 -2.198 1.122
H 4.752 2.740 -1.905
O 1.361 0.769 1.257
C -1.155 2.467 4.595
C 2.579 0.439 -4.248
C -2.419 0.915 3.299

Multiplicity: 2
Expectation value of S²: 0.753
HOMO (spin up / spin down) (eV): -7.36 / -7.49
Orbital gap (spin up / spin down) (eV): 6.4629 / 6.6147
Charge: 0

---

*B*
# C33H44ClN6O2SSi3Ti

C33H44ClN6O2SSi3Ti as an isolated structure (ωB97M-V/def2-TZVPD, OMol25).

CARTESIAN COORDINATES (ANGSTROEM)
H -0.843 -3.679 -3.929
H 1.042 -5.141 -2.789
H -1.695 0.606 -3.571
C -1.360 1.293 2.193
N 3.615 -0.763 3.283
N 0.513 -1.258 1.719
H 1.446 -3.815 1.833
H 2.398 -3.696 -3.989
C -3.679 0.965 3.725
N -2.664 1.941 0.292
H 4.163 4.442 -1.625
H -5.047 -2.383 1.039
H 2.732 0.291 -2.526
O 1.136 1.207 -0.884
H -1.015 1.650 -2.294
C -2.626 1.531 1.588
Cl 4.409 5.706 0.909
H 5.370 -2.689 -1.555
C -5.060 2.027 0.449
O -0.289 -0.250 -2.313
C -3.787 1.362 2.369
H -3.180 -2.480 2.678
C 1.837 2.254 -0.480
C 2.003 -4.123 0.951
H -1.778 -3.245 -2.506
H 0.153 -0.907 -5.179
H 2.583 -5.285 -1.960
H -1.903 -2.282 -3.976
H 3.936 -4.130 -3.297
C -0.768 -4.335 -0.114
Si 0.995 -3.863 -0.619
C -3.833 2.177 -0.237
H 0.432 2.935 2.567
H 3.959 -0.390 -3.599
H 1.317 -2.214 -5.112
C -0.662 -1.685 2.169
H -4.583 0.832 4.305
C 0.612 2.322 1.677
C 1.710 2.752 0.827
H 2.940 -3.577 0.955
H -0.913 -4.171 0.951
H 2.752 2.552 -2.391
H 1.776 -0.613 -4.552
C -1.281 0.942 3.514
H 4.552 -0.724 2.924
C -0.786 0.868 -3.019
H 4.589 -2.354 -0.010
H -2.323 -0.641 -1.760
H 3.477 -1.335 4.102
C 2.500 3.821 1.247
C 3.576 -0.396 -2.578
C 3.481 3.956 -0.942
C -2.451 0.770 4.285
H 4.345 -3.911 -0.819
C -1.753 -1.646 1.302
N 1.448 -1.255 2.741
C 2.603 -0.821 2.356
C -4.057 -2.037 0.777
H -0.308 0.732 3.942
H 4.356 0.001 -1.928
C -3.037 -2.096 1.678
C 3.398 4.395 0.374
C 3.310 -3.282 -3.572
Si 3.080 -2.146 -2.055
H -2.362 0.472 5.321
H -5.943 1.491 2.318
H -3.836 2.502 -1.272
C -2.531 -1.077 -0.800
Ti 0.588 -0.439 -0.152
H 1.193 -6.198 -1.391
C -3.793 -1.515 -0.504
C 0.963 -1.336 -4.582
N -1.490 -1.136 0.059
H -0.040 1.241 -3.724
C -5.031 1.618 1.747
H 3.824 -2.743 -4.367
H 2.395 4.205 2.252
Si 0.243 -1.745 -2.896
C -1.214 -2.840 -3.336
H -0.752 -1.991 3.204
S 2.927 -0.258 0.762
C 2.693 2.905 -1.372
N -0.212 1.392 1.378
H -0.889 -5.404 -0.295
H -5.991 2.239 -0.058
C 1.507 -5.241 -1.808
C 1.276 -2.166 -1.423
C 4.457 -2.838 -0.971
H -4.568 -1.438 -1.251
H -1.571 -3.824 -0.633
H 2.233 -5.186 1.056

Multiplicity: 2
Expectation value of S²: 0.769
HOMO (spin up / spin down) (eV): -5.99 / -7.76
Orbital gap (spin up / spin down) (eV): 5.8410 / 7.2256
Charge: 0

---

Which structure loses on stability? *A* does.

---

*A*
# ClH4NSi

One molecule with the formula ClH4NSi (ωB97M-V/def2-TZVPD, OMol25).

CARTESIAN COORDINATES (ANGSTROEM)
H -0.464 1.017 -1.011
Cl 0.484 -2.812 0.647
N 0.152 -1.371 -0.307
H -0.264 0.524 1.410
H 1.532 0.653 0.151
Si 0.180 0.283 0.102
H 0.327 -1.607 -1.244

SMILES: [SiH3]NCl
HOMO (eV): -9.38
Orbital gap (eV): 9.8922
Charge: 0

---

*B*
# ClH4NSi

A 2-piece molecular cluster, ClH4NSi overall (ωB97M-V/def2-TZVPD, OMol25).

CARTESIAN COORDINATES (ANGSTROEM)
H 0.846 1.698 -1.202
H 1.426 -2.391 1.115
H -0.524 2.496 -1.500
Cl -1.111 -3.627 0.813
H -0.382 2.079 0.094
Si -0.107 -1.991 1.585
N -0.148 1.737 -0.904

HOMO (eV): -8.87
Orbital gap (eV): 8.0398
Charge: 0

---

*C*
# ClH4NSi

A 2-piece molecular cluster, ClH4NSi overall (ωB97M-V/def2-TZVPD, OMol25).

CARTESIAN COORDINATES (ANGSTROEM)
Si 1.561 0.378 0.264
H 2.845 0.099 0.694
H 0.898 1.396 1.209
Cl -3.756 -0.123 0.596
H -3.014 -0.453 -0.278
N 0.614 -0.308 -0.891
H 0.852 -0.989 -1.594

SMILES: N=[SiH2].Cl
HOMO (eV): -9.90
Orbital gap (eV): 9.7542
Charge: 0

---

Which structure loses on stability? *C* does.

---

*A*
# ClH4NSi

A 2-piece molecular cluster, ClH4NSi overall (ωB97M-V/def2-TZVPD, OMol25).

CARTESIAN COORDINATES (ANGSTROEM)
Si 1.757 0.080 -0.017
N 0.365 -0.655 -0.113
Cl -3.668 -0.242 0.722
H -3.647 0.563 -0.182
H 2.044 1.032 1.170
H 0.073 -1.266 -0.938
H 3.077 0.489 -0.642

SMILES: N=[SiH2].Cl
HOMO (eV): -10.16
Orbital gap (eV): 10.2279
Charge: 0

---

*B*
# ClH4NSi

One molecule with the formula ClH4NSi (ωB97M-V/def2-TZVPD, OMol25).

CARTESIAN COORDINATES (ANGSTROEM)
H -0.551 -1.698 -0.699
Si -0.283 -0.511 0.150
H 0.167 -1.272 1.408
H 0.511 1.632 -0.557
Cl -2.373 0.354 -0.193
N 0.779 0.823 0.092
H 1.749 0.672 -0.201

SMILES: N[SiH2]Cl
HOMO (eV): -10.49
Orbital gap (eV): 11.0690
Charge: 0

---

Which structure loses on stability? *A* does.

---

*A*
# C2H4O3S

A 2-piece molecular cluster, C2H4O3S overall (ωB97M-V/def2-TZVPD, OMol25).

CARTESIAN COORDINATES (ANGSTROEM)
C -0.572 0.447 0.105
C 0.862 0.717 -0.422
H 1.296 1.634 -0.542
O 1.024 -0.013 2.243
O -1.760 -0.478 -1.334
S 0.553 -0.525 0.996
H -1.067 1.326 0.459
H -2.078 -1.203 -0.804
O 0.695 -1.927 0.661
H 1.048 0.022 -1.362

HOMO (spin up / spin down) (eV): -10.35 / -10.36
Orbital gap (spin up / spin down) (eV): 9.0456 / 9.0497
Charge: 0

---

*B*
# C2H4O3S

A 2-piece molecular cluster, C2H4O3S overall (ωB97M-V/def2-TZVPD, OMol25).

CARTESIAN COORDINATES (ANGSTROEM)
O -1.698 -1.003 0.962
O 2.205 -1.601 -2.267
H -0.148 1.476 -0.764
H -0.171 1.879 0.896
S 2.090 -0.101 -2.237
H -0.033 -1.825 1.425
H -1.447 0.908 0.347
O 0.218 0.004 0.432
C -0.517 -0.977 1.000
C -0.498 1.239 0.207

SMILES: COC=O.O=S
HOMO (spin up / spin down) (eV): -9.46 / -9.39
Orbital gap (spin up / spin down) (eV): 7.8384 / 7.7221
Charge: 0

---

Which structure loses on stability? *A* does.